[1]
132
Properties=species:S:1:pos:R:3 method="wB97M-V/def2-TZVPD" gap_ha="0.28710 / 0.29532" molar_mass_g_mol=1011.86 e_lumo_ev="-2.10 / -2.32" spin_multiplicity=5 total_charge=+1
Cr 1.44 25.56 -22.34
O -2.20 27.40 -22.97
O 0.65 22.66 -25.11
O 1.81 26.59 -24.16
O 1.82 29.75 -29.93
O 6.25 28.38 -22.74
O 4.02 28.17 -20.25
O 3.34 22.42 -21.55
O 3.23 24.40 -22.46
O 5.06 34.79 -21.36
O 7.17 21.50 -26.89
O -1.91 25.89 -26.89
O -0.60 26.15 -22.10
O 0.54 21.60 -23.26
O 5.19 23.31 -22.24
O 2.29 27.67 -29.85
O -2.91 26.38 -28.85
O -2.70 25.93 -21.54
O 4.00 33.92 -25.49
O 3.44 29.08 -28.55
O 2.20 29.22 -20.50
O 5.55 32.30 -25.44
O 2.29 27.09 -21.14
O 5.59 32.71 -22.08
O 6.07 34.22 -24.64
O 6.82 29.04 -24.78
O -1.14 27.46 -28.29
O 0.58 23.86 -23.27
O 7.13 26.95 -24.03
O 5.29 21.53 -28.12
O 3.53 33.58 -22.24
O 6.31 23.40 -27.40
C 0.58 22.78 -23.82
C 1.70 31.03 -29.32
C 2.39 28.89 -24.24
C 2.88 27.45 -24.41
C 5.11 33.53 -25.23
C 6.74 28.21 -23.95
C -0.14 27.82 -27.35
C 4.10 21.32 -21.11
C 5.72 29.67 -22.45
C -1.73 26.49 -22.20
C 7.92 26.55 -25.14
C -2.43 24.91 -20.60
C 4.67 31.37 -26.04
C 0.38 21.55 -21.85
C 3.05 26.50 -29.56
C -1.98 26.51 -27.91
C 4.93 27.09 -20.39
C 3.07 32.46 -22.97
C 6.14 22.08 -27.50
C 5.97 24.43 -22.63
C -4.04 25.63 -28.49
C 6.42 35.07 -21.02
C 3.45 27.23 -25.81
C 7.25 20.08 -27.00
C 5.79 35.58 -24.34
C 5.33 24.19 -28.02
C 3.90 23.47 -22.09
C 1.06 23.78 -25.91
C -1.36 28.07 -23.92
C 0.78 29.28 -20.53
C 2.62 28.86 -29.39
C 2.79 28.08 -20.66
C 4.83 33.63 -21.93
H -3.95 24.55 -28.50
H 0.37 29.29 -21.54
H 6.43 24.87 -21.75
H 6.41 30.46 -22.74
H 8.86 27.09 -25.22
H 2.68 27.28 -26.58
H -2.42 25.33 -19.58
H 7.03 19.78 -28.02
H 4.81 29.88 -23.01
H 2.55 31.68 -29.51
H 5.10 30.38 -25.93
H 1.51 29.04 -24.89
H 4.05 26.72 -29.20
H 4.79 20.96 -21.87
H -4.88 25.86 -29.15
H 4.21 27.97 -26.06
H -4.45 25.99 -27.54
H 4.67 26.39 -21.18
H -1.94 28.13 -24.84
H -0.67 21.69 -21.58
H 8.13 25.49 -24.96
H 0.59 20.52 -21.56
H 0.62 28.46 -27.77
H 3.50 20.53 -20.68
H 6.51 36.15 -21.00
H 4.57 31.57 -27.11
H 0.49 30.19 -20.02
H 7.14 34.63 -21.70
H 3.08 29.67 -24.59
H 0.77 31.49 -29.63
H 0.29 24.54 -25.80
H 6.59 19.54 -26.34
H 5.31 36.10 -25.17
H 6.60 34.75 -20.00
H 3.66 31.39 -25.63
H -1.03 29.04 -23.55
H 1.68 30.90 -28.23
H 3.84 26.22 -25.95
H 1.27 23.34 -26.87
H 5.49 25.21 -23.22
H 4.76 21.60 -20.28
H 2.49 26.00 -28.76
H 8.28 19.84 -26.77
H 4.33 24.01 -27.64
H 5.48 29.73 -21.39
H 2.02 29.24 -23.27
H 5.09 26.61 -19.43
H 1.97 24.24 -25.52
H 5.08 35.62 -23.52
H 0.30 26.99 -26.80
H 3.69 27.30 -23.67
H 2.88 31.59 -22.34
H 5.29 24.08 -29.11
H 1.02 22.19 -21.25
H -0.47 27.49 -24.18
H 3.02 25.76 -30.35
H 6.71 36.10 -24.13
H 5.60 25.24 -27.96
H -0.68 28.43 -26.62
H 5.86 27.52 -20.75
H 6.79 24.10 -23.27
H 3.77 32.20 -23.76
H -1.47 24.42 -20.73
H 0.38 28.41 -20.01
H -3.22 24.17 -20.55
H 7.36 26.55 -26.07
H 2.14 32.77 -23.45

---

[2]
45
Properties=species:S:1:pos:R:3 method="wB97M-V/def2-TZVPD" gap_ha=0.10983 molar_mass_g_mol=877.43 e_lumo_ev=3.71 spin_multiplicity=1 total_charge=-4
Zr 2.91 -1.81 0.01
Zr -1.62 0.33 -1.16
P 3.96 -0.74 -3.49
P 1.10 -2.35 3.36
O 4.11 -5.75 -1.20
O -1.81 -1.72 -2.10
O -0.46 3.45 4.13
O 0.00 2.40 1.57
O 1.50 -0.85 3.44
O 2.05 2.26 1.16
O 3.38 0.00 -0.14
O 2.96 -1.61 -2.38
O -1.55 2.59 5.74
O 3.41 -3.80 -0.69
O -0.94 -0.17 1.90
O -2.42 -3.79 -2.17
O 3.74 -1.15 -4.92
O -2.33 4.39 -1.96
O -2.26 -0.62 -4.01
O -0.57 0.34 -5.17
O -2.65 -1.03 0.84
O 4.08 -2.24 1.38
O -5.28 2.72 -0.55
O -1.26 6.27 -1.83
O -1.45 1.20 -3.33
O 5.27 -4.02 -1.83
O -0.55 -3.13 -1.18
O 1.40 1.66 3.02
O -1.91 -2.01 2.68
O 0.61 -2.92 2.10
O 1.11 -2.88 4.73
O -2.50 5.81 -3.66
O 0.10 1.52 4.93
O -3.40 1.40 -1.01
O -3.58 2.65 0.77
O 0.18 -0.75 -1.25
N 1.07 1.98 1.90
N -2.07 5.58 -2.37
N -4.14 2.36 -0.19
N -0.64 2.51 4.92
N -1.59 -2.99 -1.80
N 4.33 -4.54 -1.32
N -1.36 0.18 -4.21
N -1.69 -1.29 1.76
Be 0.76 0.56 3.59

---

[3]
15
Properties=species:S:1:pos:R:3 method="wB97M-V/def2-TZVPD" gap_ha="0.25253 / 0.27539" molar_mass_g_mol=351.77 e_lumo_ev="-1.56 / -1.54" de_lowest_ev=0.000 spin_multiplicity=2
Sr 2.30 0.61 1.10
S 0.80 0.15 -1.61
S -0.65 -0.29 1.64
F -1.04 -1.52 -2.46
F -2.72 1.28 1.66
F -1.75 1.07 3.57
F -0.89 2.34 2.08
F 0.94 -1.95 -3.20
F 0.43 -2.43 -1.16
O 0.97 -0.36 2.68
O 2.22 -0.12 -1.13
O 0.74 0.91 -2.87
N -0.05 0.66 -0.43
C -1.55 1.21 2.27
C 0.25 -1.56 -2.14